The following is a quantum chemistry calculation of a 7-piece molecular cluster, C24H72N6O10P overall in a non-equilibrium geometry, from the Open Molecules 2025 dataset.

Structure (XYZ):
```
113
Properties=species:S:1:pos:R:3:forces:R:3:mulliken_charge:R:1
C -22.597 11.279 23.912 -0.41 -0.70 0.03 -1.397
C -23.975 10.602 24.328 1.67 0.58 -1.57 0.343
C -24.194 9.238 23.713 -0.09 -1.53 -0.31 -0.783
O -25.291 8.577 24.280 -0.73 2.38 1.91 -0.314
C -25.921 7.581 23.575 0.01 -2.00 -0.53 -0.778
N -24.006 10.476 25.817 -0.46 0.30 0.27 -0.169
H -24.203 11.357 26.269 -0.05 0.35 0.19 0.381
H -24.654 9.804 26.202 -1.20 -0.55 -0.23 0.353
H -23.172 10.111 26.254 1.21 -0.05 0.00 0.274
H -22.443 12.272 24.334 -0.31 -0.07 0.35 0.397
H -22.497 11.447 22.839 -0.55 -0.23 -0.10 0.405
H -21.730 10.666 24.157 -0.10 -0.17 0.32 0.340
H -24.721 11.256 23.876 -0.54 0.13 1.15 0.215
H -23.344 8.589 23.925 0.61 0.07 -0.43 0.345
H -24.423 9.276 22.648 0.74 0.53 -0.25 0.446
H -25.244 6.727 23.577 -0.08 -0.43 -0.32 0.333
H -26.211 7.774 22.542 0.22 0.63 -0.13 0.325
H -26.830 7.257 24.082 0.11 0.34 0.26 0.248
C -26.832 11.759 34.721 0.78 -0.74 0.12 -1.535
C -27.567 11.746 33.388 0.79 2.18 1.29 0.312
C -27.472 13.190 32.789 -1.23 0.10 -1.22 -0.872
O -26.214 13.515 32.240 0.69 1.00 0.32 -0.230
C -26.102 14.935 31.794 -0.31 -1.29 0.01 -0.756
N -26.987 10.725 32.507 -0.14 -0.82 -0.20 -0.119
H -27.519 10.498 31.679 -0.27 0.43 -0.65 0.364
H -26.037 10.920 32.223 1.05 0.30 -0.46 0.187
H -26.928 9.829 32.969 0.21 -0.40 0.53 0.359
H -27.248 12.511 35.391 -0.13 -0.20 -0.10 0.412
H -25.757 11.931 34.655 0.02 0.20 -0.29 0.369
H -26.942 10.763 35.152 -0.06 0.04 0.46 0.436
H -28.549 11.425 33.734 -0.44 0.37 -1.08 0.225
H -27.824 13.904 33.534 0.31 -0.09 0.48 0.472
H -28.164 13.357 31.964 -0.60 -0.48 -0.11 0.474
H -26.950 15.240 31.183 -0.26 -0.34 -0.03 0.355
H -25.224 14.979 31.149 0.03 -0.07 0.32 0.164
H -26.036 15.657 32.608 0.19 -0.38 0.29 0.343
C -27.446 5.051 28.119 0.85 1.81 -0.52 -1.426
C -27.646 4.332 29.420 -0.26 -1.04 -0.01 0.264
C -27.733 2.747 29.368 1.54 0.49 -0.34 -0.688
O -26.553 2.226 28.762 1.04 2.85 0.51 -0.294
C -26.413 0.865 28.662 -1.34 -2.25 -0.39 -0.774
N -26.559 4.759 30.462 -2.02 0.97 -0.18 -0.286
H -25.673 5.065 30.085 1.27 -0.79 -0.15 0.326
H -26.831 5.620 30.915 -0.56 1.27 -0.63 0.303
H -26.650 4.238 31.322 1.22 -1.50 -0.18 0.345
H -27.489 6.128 28.284 0.48 0.35 0.75 0.423
H -28.254 5.098 27.390 -0.16 -1.47 0.06 0.395
H -26.469 4.926 27.652 -0.20 -0.56 -0.13 0.370
H -28.548 4.787 29.828 -0.24 -0.72 0.32 0.300
H -28.577 2.412 28.765 -0.47 0.27 0.35 0.438
H -27.735 2.372 30.391 -0.67 -0.15 0.20 0.387
H -25.432 0.434 28.462 0.41 1.14 -0.13 0.268
H -27.053 0.550 27.838 -0.10 -0.50 -0.11 0.316
H -26.727 0.307 29.544 -0.32 0.20 0.39 0.304
C -16.331 6.981 28.330 -0.26 -0.35 -0.13 -1.372
C -17.430 8.050 27.980 0.96 -3.01 0.81 0.262
C -17.514 8.301 26.477 0.12 -0.30 -0.72 -0.771
O -18.072 7.212 25.770 -0.93 -0.50 -0.50 -0.338
C -18.095 7.516 24.328 -0.02 0.96 1.53 -0.679
N -18.764 7.428 28.508 1.07 1.78 -1.21 -0.254
H -19.468 8.133 28.344 -1.26 0.11 0.01 0.164
H -18.961 6.604 27.958 -0.30 -0.45 -0.03 0.360
H -18.780 7.274 29.506 0.12 -0.42 0.36 0.331
H -15.468 6.985 27.665 0.28 0.99 0.40 0.347
H -16.569 5.931 28.163 -1.18 -0.01 -0.28 0.421
H -16.087 6.951 29.392 0.41 0.61 -0.09 0.389
H -17.287 8.939 28.594 0.06 0.11 -0.45 0.363
H -16.557 8.331 25.956 0.75 1.03 1.06 0.437
H -18.037 9.245 26.324 -0.36 0.11 -0.37 0.453
H -18.589 6.737 23.747 0.09 0.07 0.44 0.276
H -17.101 7.757 23.952 0.32 -0.58 0.06 0.329
H -18.594 8.484 24.298 -0.59 -0.11 -0.61 0.252
C -19.563 13.919 29.416 -1.20 -0.33 0.98 -1.365
C -20.440 13.868 30.721 0.32 -1.18 -0.56 0.262
C -20.680 15.199 31.435 -0.73 -0.08 0.16 -0.739
O -21.592 15.136 32.543 -0.43 0.52 -0.49 -0.370
C -21.419 14.074 33.474 1.43 -0.64 -1.56 -0.570
N -21.816 13.124 30.360 1.69 1.48 0.90 -0.106
H -21.700 12.124 30.289 0.11 -1.17 -0.67 0.253
H -22.480 13.219 31.116 -0.39 0.38 0.41 0.201
H -22.199 13.553 29.530 -0.23 -0.24 -0.35 0.372
H -18.595 14.400 29.560 -0.44 0.63 0.08 0.402
H -20.225 14.366 28.674 0.69 0.35 -0.42 0.375
H -19.270 12.923 29.086 -0.46 -0.20 0.08 0.371
H -19.947 13.173 31.402 -0.26 -0.02 0.12 0.324
H -21.084 15.968 30.777 -0.35 -0.19 -0.18 0.359
H -19.708 15.623 31.687 0.30 -0.35 0.49 0.396
H -20.341 13.959 33.586 0.13 0.05 0.99 0.362
H -21.677 13.152 32.953 -0.51 -0.47 0.44 0.188
H -21.971 14.152 34.411 0.08 0.58 -0.37 0.245
C -20.423 6.940 34.956 1.65 -0.35 -0.56 -1.541
C -21.643 7.385 35.680 -0.41 -0.83 1.23 0.400
C -21.396 8.686 36.479 0.14 0.42 -0.54 -0.741
O -22.560 9.067 37.102 -1.98 1.28 1.15 -0.328
C -22.608 10.360 37.782 0.07 -0.08 -0.19 -0.728
N -22.796 7.475 34.734 0.18 1.56 -2.04 -0.169
H -22.692 7.008 33.845 0.63 -1.75 -0.68 0.268
H -23.748 7.282 35.011 -0.04 0.25 0.83 0.382
H -22.758 8.342 34.217 -0.58 1.76 0.09 0.196
H -19.894 7.737 34.434 -0.50 0.22 -0.39 0.375
H -20.577 6.104 34.274 -0.29 0.17 -0.12 0.422
H -19.623 6.588 35.607 -0.40 -0.09 0.60 0.416
H -22.046 6.563 36.272 0.73 0.17 0.90 0.248
H -21.076 9.482 35.806 0.07 0.07 -0.68 0.372
H -20.572 8.645 37.192 0.21 -0.86 0.07 0.499
H -21.958 10.430 38.655 0.16 -0.45 -0.04 0.336
H -23.615 10.613 38.114 -0.17 -0.95 0.04 0.286
H -22.399 11.237 37.170 0.59 -0.33 -0.74 0.241
P -23.162 8.508 30.275 -0.54 0.53 -0.37 0.500
O -22.138 9.219 29.340 0.91 0.77 -1.31 -0.831
O -22.550 7.192 30.769 0.06 -0.74 0.91 -0.871
O -24.510 8.247 29.502 0.06 0.13 0.44 -0.861
O -23.372 9.532 31.460 -0.73 0.17 1.00 -0.697
```
Positions in Å, forces in eV/Å.

Energy relative to the best compared isomer or geometry (same formula, charge and spin): 274.4 kcal per mole
Frontier orbital gap: 4.464 eV
Total charge: +3